# 1
{
  "formula": "C36H34AsN4O9Rb",
  "method": "ωB97M-V/def2-TZVPD",
  "gap_ev": 7.33,
  "total_energy_ev": -123767.8682,
  "largest_force_ev_per_a": 0.92,
  "total_charge": -2,
  "de_lowest_kcal_mol": 5.7,
  "species": ["Rb", "O", "C", "C", "N", "C", "C", "O", "O", "C", "C", "O", "O", "H", "H", "H", "H", "H", "H", "H", "H", "H", "O", "C", "C", "C", "C", "C", "C", "C", "O", "N", "O", "O", "H", "H", "H", "H", "N", "C", "C", "C", "N", "C", "C", "H", "H", "H", "H", "H", "H", "C", "C", "C", "C", "C", "C", "As", "C", "C", "C", "C", "C", "C", "C", "C", "C", "C", "C", "C", "H", "H", "H", "H", "H", "H", "H", "H", "H", "H", "H", "H", "H", "H", "H"],
  "xyz": [[-0.9427, 0.4762, -0.8089], [-1.9073, -1.3802, -4.3902], [-1.5909, -2.3739, -3.4194], [-2.7303, -2.6199, -2.4430], [-2.7712, -1.6776, -1.3094], [-4.1498, -1.2777, -1.0243], [-4.3689, -0.1604, 0.0150], [-5.4917, -0.1933, 0.5912], [-3.4658, 0.6854, 0.1989], [-2.1651, -2.3152, -0.1290], [-0.6960, -2.7821, -0.3686], [-0.5098, -4.0067, -0.4761], [0.1713, -1.8604, -0.4417], [-1.9086, -0.4977, -3.9828], [-0.6714, -2.1377, -2.8767], [-1.4075, -3.2923, -3.9794], [-2.6709, -3.6496, -2.0662], [-3.6545, -2.5332, -3.0166], [-4.7565, -2.1384, -0.7078], [-4.5851, -0.9079, -1.9564], [-2.7568, -3.1974, 0.1534], [-2.2151, -1.6003, 0.6984], [1.0618, 1.6315, -2.8999], [1.0460, 2.2627, -3.9375], [-0.0839, 2.5906, -4.7901], [0.2009, 3.3431, -5.9197], [-0.7971, 3.7180, -6.7987], [-2.1396, 3.3420, -6.5503], [-2.4485, 2.6040, -5.4546], [-1.4446, 2.1572, -4.5044], [-1.7481, 1.4432, -3.5314], [-0.4719, 4.4851, -7.9606], [0.6980, 4.8021, -8.1616], [-1.3770, 4.8114, -8.7245], [2.0070, 2.6689, -4.3326], [1.2246, 3.6374, -6.1166], [-2.9073, 3.6455, -7.2478], [-3.4686, 2.2983, -5.2569], [-4.8225, 1.3727, 2.8335], [-3.6161, 0.8871, 3.2748], [-3.3582, -0.4921, 3.3261], [-2.1429, -0.9411, 3.7957], [-1.1534, -0.1522, 4.2382], [-1.4043, 1.1554, 4.1789], [-2.5814, 1.7156, 3.7265], [-5.2314, 0.7986, 2.0822], [-4.7523, 2.3295, 2.5161], [-4.0922, -1.1947, 2.9499], [-1.9342, -2.0075, 3.7936], [-0.5923, 1.8099, 4.4861], [-2.6768, 2.7951, 3.6777], [3.8105, 2.2759, 5.4100], [4.3753, 2.2228, 4.1436], [3.7684, 1.4883, 3.1304], [2.5796, 0.7924, 3.3619], [2.0102, 0.8703, 4.6360], [2.6248, 1.5956, 5.6515], [1.5936, -0.1574, 1.9401], [2.9937, -0.0231, 0.5835], [2.7973, 0.9225, -0.4161], [3.8054, 1.2091, -1.3317], [5.0124, 0.5312, -1.2583], [5.2071, -0.4382, -0.2788], [4.2044, -0.7135, 0.6384], [1.8364, -2.0139, 2.5261], [1.7602, -2.3830, 3.8671], [1.8311, -3.7214, 4.2335], [1.9549, -4.7058, 3.2623], [1.9985, -4.3455, 1.9232], [1.9454, -3.0078, 1.5529], [4.2857, 2.8471, 6.1985], [5.2971, 2.7535, 3.9339], [4.2342, 1.4631, 2.1550], [1.0739, 0.3673, 4.8367], [2.1635, 1.6329, 6.6321], [1.8552, 1.4558, -0.4888], [3.6154, 1.9307, -2.1155], [5.7986, 0.7429, -1.9740], [6.1449, -0.9800, -0.2322], [4.3568, -1.4631, 1.4054], [1.6201, -1.6374, 4.6381], [1.7700, -3.9919, 5.2815], [1.9869, -5.7510, 3.5478], [2.0298, -5.1012, 1.1482], [1.9095, -2.7441, 0.5053]],
  "lowdin_charge": [0.920, -0.081, -0.228, -0.174, -0.214, -0.129, -0.685, -0.081, -0.158, -0.150, -0.704, -0.026, -0.261, 0.041, 0.110, 0.114, 0.119, 0.116, 0.120, 0.125, 0.120, 0.092, -0.020, -0.227, -0.112, 0.025, -0.187, -0.019, 0.003, -0.375, -0.079, -0.384, 0.012, 0.012, 0.116, 0.116, 0.107, 0.112, 0.118, -0.332, -0.023, -0.156, 0.025, -0.188, -0.029, 0.046, 0.089, 0.114, 0.105, 0.089, 0.100, -0.118, -0.103, -0.098, -0.352, -0.146, -0.096, 1.360, -0.402, -0.123, -0.079, -0.098, -0.096, -0.112, -0.363, -0.113, -0.109, -0.111, -0.077, -0.116, 0.089, 0.093, 0.088, 0.052, 0.096, 0.063, 0.094, 0.093, 0.093, 0.105, 0.074, 0.090, 0.089, 0.103, 0.086]
}

---

# 2
{
  "formula": "C36H34BrF3N8O2Re",
  "method": "ωB97M-V/def2-TZVPD",
  "gap_ev": [6.58, 6.31],
  "total_energy_ev": -134211.6022,
  "spin_multiplicity": 2,
  "largest_force_ev_per_a": 0.76,
  "total_charge": 2,
  "s2": 0.7594,
  "de_lowest_kcal_mol": 12.3,
  "species": ["Re", "Br", "C", "C", "C", "C", "O", "C", "C", "N", "C", "C", "C", "C", "C", "C", "C", "C", "N", "C", "C", "H", "H", "H", "H", "H", "H", "H", "H", "H", "H", "N", "C", "N", "C", "N", "C", "N", "C", "C", "O", "H", "H", "H", "H", "H", "H", "H", "F", "C", "F", "F", "C", "C", "C", "N", "C", "C", "H", "H", "H", "H", "C", "N", "C", "C", "C", "C", "C", "C", "C", "C", "H", "H", "H", "H", "H", "H", "H", "H", "H", "H", "H", "H", "H"],
  "xyz": [[-0.6192, -0.1498, -0.1417], [0.4532, 4.4699, 5.6652], [-0.1830, 3.2879, 4.3491], [-1.1932, 2.3620, 4.6722], [-1.6703, 1.4823, 3.7345], [-1.1339, 1.4471, 2.4312], [-1.5864, 0.5680, 1.5823], [-0.1574, 2.4232, 2.0951], [0.1691, 2.6768, 0.7409], [-0.0632, 1.9019, -0.2831], [0.0425, 2.4394, -1.5962], [0.7576, 3.5421, -1.9837], [0.7097, 3.9870, -3.3204], [-0.0611, 3.3361, -4.2408], [-0.7904, 2.1842, -3.8662], [-1.6010, 1.4617, -4.7690], [-2.2504, 0.3492, -4.3242], [-2.0656, -0.0691, -2.9985], [-1.3319, 0.5767, -2.1140], [-0.7098, 1.7250, -2.5409], [0.2955, 3.3442, 3.0729], [-1.6042, 2.3576, 5.6735], [-2.4601, 0.7857, 3.9829], [0.5830, 3.6623, 0.5419], [1.3623, 4.0970, -1.2784], [1.2780, 4.8614, -3.6054], [-0.1208, 3.6857, -5.2630], [-1.6943, 1.7966, -5.7944], [-2.8838, -0.2402, -4.9711], [-2.5362, -0.9868, -2.6853], [1.0219, 4.0992, 2.7976], [2.7888, -3.5258, 2.5662], [1.8222, -3.8004, 1.9928], [0.7029, -4.1138, 1.3384], [0.1140, -3.1113, 0.8328], [-0.4043, -2.1716, 0.3676], [-0.3380, -1.5791, 3.5525], [0.9787, -0.9577, 3.4385], [1.8215, -1.1139, 4.6323], [1.4771, -0.3727, 2.3842], [0.9760, -0.1558, 1.2490], [-0.8467, -1.1405, 4.4090], [-0.2007, -2.6452, 3.7358], [-0.9216, -1.4173, 2.6562], [2.1118, -2.1591, 4.7236], [1.2492, -0.7988, 5.5029], [2.7089, -0.4922, 4.5478], [2.4922, -0.0004, 2.5434], [-7.3979, -1.9914, -0.7038], [-6.5900, -2.4719, 0.2485], [-7.0921, -2.1253, 1.4359], [-6.5815, -3.8018, 0.1612], [-5.1967, -1.9012, 0.0731], [-4.1908, -2.6365, -0.5316], [-2.9461, -2.0640, -0.6722], [-2.6496, -0.8160, -0.2515], [-3.6474, -0.1088, 0.3072], [-4.9211, -0.6100, 0.4803], [-4.3567, -3.6468, -0.8771], [-2.1469, -2.6282, -1.1224], [-3.4198, 0.9053, 0.5973], [-5.6776, 0.0149, 0.9340], [4.0503, -1.3172, 0.0162], [4.1963, -0.0382, -0.7452], [5.1367, 0.8987, -0.0734], [2.8548, 0.6138, -1.0397], [2.0703, -0.2823, -1.9659], [2.7354, -0.6203, -3.1538], [2.2506, -1.5836, -4.0127], [1.0746, -2.2343, -3.6648], [0.3914, -1.8504, -2.5260], [0.8171, -0.8378, -1.6492], [5.0247, -1.7917, 0.0960], [3.3534, -1.9642, -0.5091], [3.6722, -1.0874, 1.0071], [4.5890, -0.2909, -1.6533], [4.6921, 1.2181, 0.8667], [5.3040, 1.7590, -0.7164], [6.0762, 0.3875, 0.1189], [3.0810, 1.5883, -1.4761], [2.3731, 0.7425, -0.0761], [3.6531, -0.1030, -3.4292], [2.7806, -1.8319, -4.9218], [0.6818, -3.0262, -4.2894], [-0.5327, -2.3752, -2.3178]],
  "lowdin_charge": [1.651, 0.810, -0.691, -0.071, 0.005, -0.330, -0.243, -0.141, -0.021, -0.027, -0.199, 0.003, -0.033, 0.005, -0.124, 0.043, 0.003, -0.086, -0.010, -0.144, -0.068, 0.118, 0.130, 0.137, 0.117, 0.122, 0.131, 0.138, 0.126, 0.102, 0.118, 0.138, -0.361, 0.115, -0.295, 0.006, -0.006, -0.116, -0.004, -0.256, -0.194, 0.099, 0.109, 0.063, 0.087, 0.103, 0.098, 0.147, 0.176, -0.595, 0.172, 0.171, -0.063, 0.054, -0.116, -0.100, -0.067, 0.055, 0.141, 0.094, 0.125, 0.143, 0.034, -0.175, 0.022, -0.093, -0.245, -0.056, -0.054, -0.053, -0.125, -0.200, 0.119, 0.110, 0.076, 0.156, 0.108, 0.111, 0.114, 0.133, 0.094, 0.120, 0.117, 0.117, 0.074]
}

---

# 3
{
  "formula": "C36H34CaN8O2Se",
  "method": "ωB97M-V/def2-TZVPD",
  "gap_ev": 7.49,
  "total_energy_ev": -137676.9492,
  "largest_force_ev_per_a": 2.01,
  "total_charge": 2,
  "de_lowest_kcal_mol": 0.0,
  "species": ["Ca", "C", "C", "C", "C", "C", "N", "C", "C", "C", "N", "C", "C", "C", "C", "C", "C", "C", "C", "N", "C", "C", "C", "N", "C", "C", "C", "C", "O", "C", "O", "H", "H", "H", "H", "H", "H", "H", "H", "H", "H", "H", "H", "H", "H", "H", "H", "H", "H", "H", "H", "H", "H", "H", "H", "H", "H", "H", "H", "Se", "N", "C", "C", "C", "C", "C", "N", "C", "C", "N", "C", "C", "C", "C", "C", "N", "H", "H", "H", "H", "H", "H"],
  "xyz": [[-0.1198, -0.0635, -0.0622], [0.2500, 4.4909, 5.7529], [0.2174, 3.3513, 4.7722], [0.4586, 2.0552, 5.1418], [0.4261, 0.9878, 4.2134], [0.8189, -0.2931, 4.6459], [0.7911, -1.3558, 3.8875], [1.5613, -2.5673, 4.1109], [2.9725, -2.4004, 3.5305], [2.9253, -1.9009, 2.0877], [4.2723, -1.8720, 1.5311], [4.6814, -1.7492, 0.2885], [4.0483, -1.5020, -0.9446], [4.8858, -1.8002, -2.0618], [4.5012, -1.6409, -3.3610], [5.3898, -1.9792, -4.5251], [3.2230, -1.1018, -3.5724], [2.3589, -0.7483, -2.5526], [1.1335, -0.0834, -2.9734], [0.1218, 0.2551, -2.2727], [-0.9308, 0.9896, -2.9834], [-1.6804, 1.9520, -2.0634], [-0.7485, 2.8500, -1.2353], [-0.4432, 2.2365, 0.0586], [-0.3878, 2.9969, 1.0804], [-0.1000, 2.5951, 2.4518], [-0.0523, 3.5878, 3.4148], [0.1160, 1.2282, 2.8245], [0.0542, 0.2695, 1.9780], [2.7364, -0.9117, -1.1665], [2.0000, -0.5027, -0.2238], [0.4159, 4.1314, 6.7661], [-0.6878, 5.0465, 5.7334], [1.0518, 5.1881, 5.5051], [0.6836, 1.8222, 6.1775], [1.2004, -0.4143, 5.6573], [0.4293, -1.1665, 2.9494], [1.0470, -3.3948, 3.6233], [1.6236, -2.7815, 5.1774], [3.4913, -3.3603, 3.5847], [3.5192, -1.6780, 4.1439], [2.4931, -0.9055, 2.0328], [2.3056, -2.5595, 1.4776], [5.0076, -1.9958, 2.2120], [5.7512, -1.9109, 0.2013], [5.8763, -2.1943, -1.8599], [6.3707, -2.3115, -4.1923], [5.5212, -1.1116, -5.1726], [4.9489, -2.7733, -5.1299], [2.9031, -0.9341, -4.5963], [1.1324, 0.1738, -4.0395], [-1.6395, 0.2729, -3.4094], [-0.4991, 1.5573, -3.8142], [-2.3206, 1.3892, -1.3834], [-2.3327, 2.5665, -2.6828], [-1.1922, 3.8421, -1.1054], [0.1959, 2.9855, -1.7727], [-0.5730, 4.0711, 0.9579], [-0.2284, 4.6134, 3.1044], [-5.7585, -5.7832, -0.0876], [-5.7923, -4.0608, 0.2487], [-4.5613, -3.6190, 0.1711], [-4.1771, -2.2408, 0.3871], [-5.1043, -1.2555, 0.7348], [-4.6651, 0.0315, 0.9481], [-3.3075, 0.2981, 0.8000], [-2.4142, -0.6153, 0.4429], [-2.8285, -1.8788, 0.2428], [-1.8154, -2.8823, -0.1032], [-0.5385, -2.4722, -0.2327], [0.3908, -3.3801, -0.5055], [0.1268, -4.7382, -0.6485], [-1.1764, -5.1672, -0.5387], [-2.1764, -4.2303, -0.2704], [-3.5690, -4.6055, -0.1527], [-4.0193, -5.8232, -0.3316], [-6.1448, -1.5350, 0.8358], [-5.3538, 0.8188, 1.2191], [-2.9180, 1.2941, 0.9814], [1.3976, -3.0031, -0.6340], [0.9285, -5.4339, -0.8525], [-1.4570, -6.2054, -0.6583]],
  "lowdin_charge": [1.369, -0.033, -0.251, 0.029, -0.107, 0.019, 0.063, -0.136, -0.141, -0.161, 0.086, 0.013, -0.096, 0.022, -0.253, -0.032, 0.049, -0.105, -0.083, -0.088, -0.206, -0.164, -0.195, -0.067, -0.081, -0.105, 0.048, -0.264, -0.243, -0.311, -0.180, 0.083, 0.090, 0.091, 0.131, 0.157, 0.114, 0.133, 0.134, 0.129, 0.127, 0.109, 0.122, 0.157, 0.147, 0.127, 0.083, 0.091, 0.091, 0.136, 0.136, 0.130, 0.124, 0.081, 0.124, 0.121, 0.130, 0.137, 0.136, 1.208, -0.222, -0.337, -0.073, 0.036, -0.009, -0.120, 0.018, -0.136, -0.134, 0.039, -0.117, -0.015, 0.033, -0.074, -0.338, -0.222, 0.130, 0.120, 0.111, 0.094, 0.118, 0.129]
}